No. 1
One molecule with the formula C2HF6NO3S2, computed with ωB97M-V/def2-TZVPD.

The calculation puts the energy relative to the best compared isomer or geometry (same formula, charge and spin) at 0.00 kJ/mol. As for the total charge: 0. For the HOMO-LUMO gap, the calculation gives 11.10 eV. The max |F| is 2.372 eV/A. The calculated total energy is -1752.8008 Ha.

Cartesian coordinates (Å):
H1 -0.159 -1.379 -0.763
N1 -0.235 -0.491 -0.177
S1 -1.463 -0.660 1.001
O1 -1.828 -2.104 0.822
C1 -2.773 0.239 -0.022
F1 -2.657 -0.031 -1.309
F2 -2.660 1.539 0.174
F3 -3.947 -0.185 0.411
S2 1.032 0.533 0.043
O2 1.016 0.976 1.424
O3 1.050 1.451 -1.078
C2 2.570 -0.519 -0.131
F4 2.443 -1.605 0.606
F5 2.745 -0.848 -1.394
F6 3.591 0.197 0.296

Atom charges from the natural (NBO) analysis, given in e for atoms 1 to 4: number 1, H, carries 0.47; number 2, N, carries -1.11; number 3, S, carries 1.38; number 4, O, carries -0.91

=====

No. 2
A 2-piece molecular cluster, C2HFIN overall, computed with ωB97M-V/def2-TZVPD.

The calculation puts the energy relative to the best compared isomer or geometry (same formula, charge and spin) at 253.91 kJ/mol. As for the total charge: 0. For the HOMO-LUMO gap, the calculation gives 8.66 eV. The max |F| is 1.140 eV/A. The calculated total energy is -528.9868 Ha.

Cartesian coordinates (Å):
C1 1.066 -1.384 -0.266
C2 -0.407 1.336 0.462
N1 0.397 -2.276 -0.044
F1 -1.144 1.131 1.512
I1 -1.587 1.737 -1.188
H1 1.676 -0.544 -0.476

Atom charges from the natural (NBO) analysis, given in e for atoms 1 to 4: number 1, C, carries 0.07; number 2, C, carries 0.20; number 3, N, carries -0.31; number 4, F, carries -0.32

=====

No. 3
C2HFInO as an isolated structure, computed with ωB97M-V/def2-TZVPD.

The calculation puts the energy relative to the best compared isomer or geometry (same formula, charge and spin) at 0.00 kJ/mol. As for the total charge: +2. Its expectation value of S² is 0.7862. For the HOMO-LUMO gap (alpha / beta), the calculation gives 9.34 / 5.47 eV. The max |F| is 5.101 eV/A. The calculated total energy is -441.0978 Ha. As for the spin multiplicity: 2.

Cartesian coordinates (Å):
H1 -0.607 -1.132 1.105
C1 0.173 0.122 0.273
C2 -1.045 -0.448 0.190
O1 1.171 0.602 -0.149
F1 -2.124 0.303 0.334
In1 2.433 0.553 -1.754

Atom charges from the Mulliken analysis, given in e for atoms 1 to 4: number 1, H, carries 0.33; number 2, C, carries 0.71; number 3, C, carries 0.13; number 4, O, carries -0.21

=====

No. 4
C2HFKLiO2 as an isolated structure, computed with ωB97M-V/def2-TZVPD.

The calculation puts the energy relative to the best compared isomer or geometry (same formula, charge and spin) at 432.53 kJ/mol. As for the total charge: 0. For the HOMO-LUMO gap (alpha / beta), the calculation gives 3.53 / 3.54 eV. The max |F| is 4.796 eV/A. The calculated total energy is -934.4946 Ha.

Cartesian coordinates (Å):
F1 2.272 0.335 0.198
O1 -0.924 1.001 0.872
C1 0.029 0.964 -0.127
C2 0.968 -0.023 -0.091
O2 0.786 -1.252 -0.361
Li1 -1.706 -1.105 1.890
K1 -1.354 -1.551 -1.392
H1 -0.071 1.632 -0.990

Atom charges from the natural (NBO) analysis, given in e for atoms 1 to 4: number 1, F, carries -0.36; number 2, O, carries -0.79; number 3, C, carries -0.19; number 4, C, carries 0.73